# 1
10
Properties=species:S:1:pos:R:3:mulliken_charge:R:1 method="wB97M-V/def2-TZVPD" charge=0 relative_energy_kj_mol=344.56 spin_multiplicity=1 e_lumo_ev=-0.023 homo_lumo_gap_ev=8.5
C -0.214 -0.037 -0.098 0.5153
H -1.873 0.198 0.879 0.3573
H -1.561 -1.271 -0.404 0.2052
H -0.493 1.875 -0.362 0.1832
H 0.456 -1.844 0.413 0.2681
H 1.821 1.285 0.275 0.2810
N -1.484 -0.355 -0.304 -0.5463
N 0.203 1.202 -0.125 -0.6411
N 0.740 -0.940 -0.103 -0.3475
S 2.403 -0.114 -0.170 -0.2752


# 2
132
Properties=species:S:1:pos:R:3:mulliken_charge:R:1 method="wB97M-V/def2-TZVPD" charge=0 spin_multiplicity=1 e_lumo_ev=0.369 homo_lumo_gap_ev=7.0
C 1.254 3.100 -1.372 -1.1534
C 0.520 1.746 -1.446 -0.1459
C -1.002 1.828 -1.442 -0.2294
Cl -1.549 2.527 0.116 -0.1059
P -1.804 0.065 -1.551 0.7237
C -3.552 0.598 -1.396 -1.0502
C -3.925 1.865 -2.185 0.0589
C -5.432 2.027 -2.388 -0.4425
F -6.158 1.288 -1.436 -0.3050
C -1.167 -0.194 -3.297 -0.9607
O -1.521 0.936 -4.079 -0.1929
O -1.192 0.600 -5.449 -0.4293
P -2.419 -2.214 -1.533 0.5950
N -1.011 -2.924 -0.831 -0.4847
O -3.436 -2.351 -0.242 -0.5478
H 1.662 3.375 -2.354 0.3311
H 2.103 3.067 -0.676 0.3337
H 0.579 3.906 -1.060 0.1191
H 0.833 1.092 -0.616 0.2930
H 0.811 1.255 -2.389 -0.0391
H -1.330 2.490 -2.252 0.0941
H -1.019 -0.217 -0.363 0.0392
H -3.750 0.717 -0.321 0.4393
H -4.177 -0.245 -1.730 0.5015
H -3.447 1.843 -3.169 0.2156
H -3.545 2.754 -1.668 -0.1884
H -5.738 3.072 -2.271 0.2860
H -5.753 1.675 -3.380 0.2656
H -0.074 -0.317 -3.267 0.2247
H -1.603 -1.113 -3.715 0.8050
H -2.075 0.645 -5.835 0.3260
H -1.153 -3.046 0.173 0.2266
H -0.229 -2.267 -0.878 0.1425
H -4.312 -2.592 -0.572 0.3393
C -1.657 6.648 -6.465 -1.1194
C -0.553 6.566 -5.438 -0.2418
O -1.075 6.714 -4.095 -0.2554
C -1.581 5.636 -3.536 0.1958
O -1.673 4.533 -3.990 -0.4760
C -2.036 5.967 -2.090 0.9607
F -2.713 7.108 -2.030 -0.2617
F -0.966 6.075 -1.302 -0.2403
F -2.799 4.989 -1.640 -0.2147
H -2.209 7.582 -6.357 0.3026
H -1.227 6.612 -7.466 0.3970
H -2.352 5.816 -6.359 0.2823
H 0.152 7.388 -5.538 0.3579
H -0.010 5.624 -5.499 0.2967
C -2.918 -6.258 -1.048 -1.0037
C -3.718 -5.845 0.146 0.0443
O -4.235 -6.994 0.864 -0.3557
C -3.405 -7.576 1.705 0.3241
O -2.277 -7.276 1.964 -0.5177
C -4.125 -8.757 2.408 0.9055
F -4.819 -9.492 1.546 -0.2489
F -4.970 -8.278 3.324 -0.2564
F -3.246 -9.535 3.015 -0.2414
H -3.511 -6.898 -1.702 0.3083
H -2.606 -5.361 -1.617 0.1981
H -2.022 -6.804 -0.754 0.3750
H -4.606 -5.287 -0.143 0.1563
H -3.136 -5.231 0.831 0.3407
C 4.311 -5.794 -1.028 -1.2285
C 5.054 -4.563 -1.494 0.2225
O 4.140 -3.568 -2.026 -0.3276
C 3.578 -2.779 -1.136 0.1375
O 3.737 -2.751 0.049 -0.5325
C 2.644 -1.773 -1.856 1.2136
F 1.888 -2.366 -2.773 -0.2948
F 3.371 -0.828 -2.453 -0.2988
F 1.842 -1.186 -0.976 -0.2413
H 3.712 -6.212 -1.837 0.3300
H 5.029 -6.545 -0.700 0.4125
H 3.652 -5.560 -0.193 0.3062
H 5.720 -4.793 -2.322 0.3791
H 5.633 -4.114 -0.696 -0.0669
C -1.102 8.779 1.304 -0.8522
C 0.330 9.160 1.012 -0.3068
O 0.502 9.499 -0.385 -0.3050
C 0.177 10.728 -0.735 0.3290
O -0.220 11.618 -0.043 -0.5248
C 0.412 10.898 -2.259 0.9191
F -0.055 9.844 -2.919 -0.2014
F 1.719 11.005 -2.502 -0.2680
F -0.192 11.984 -2.702 -0.2482
H -1.418 7.963 0.655 0.0518
H -1.189 8.454 2.340 0.3821
H -1.770 9.626 1.152 0.3372
H 1.008 8.324 1.168 0.3281
H 0.660 10.001 1.620 0.3621
C -9.245 -1.482 -2.003 -1.0119
C -9.156 -2.980 -1.850 -0.2364
O -8.170 -3.547 -2.756 -0.3340
C -6.913 -3.524 -2.376 0.3126
O -6.447 -3.097 -1.353 -0.5412
C -6.030 -4.272 -3.411 0.8743
F -6.304 -3.923 -4.659 -0.2741
F -6.247 -5.580 -3.284 -0.2803
F -4.756 -4.037 -3.149 -0.1750
H -9.465 -1.219 -3.038 0.3149
H -10.046 -1.101 -1.369 0.3727
H -8.319 -1.003 -1.704 0.2439
H -10.083 -3.471 -2.136 0.3223
H -8.901 -3.271 -0.833 0.3101
C 7.098 -1.250 4.559 -0.9832
C 6.390 -1.252 3.226 -0.3068
O 7.264 -1.710 2.163 -0.2994
C 7.384 -3.015 2.038 0.3801
O 6.878 -3.880 2.689 -0.5314
C 8.274 -3.337 0.811 0.8816
F 9.362 -2.580 0.762 -0.2515
F 7.554 -3.114 -0.298 -0.2564
F 8.632 -4.608 0.823 -0.2503
H 8.008 -0.650 4.510 0.3135
H 6.447 -0.830 5.323 0.3121
H 7.375 -2.261 4.856 0.3005
H 6.101 -0.250 2.921 0.3605
H 5.498 -1.877 3.241 0.3086
C 6.575 -0.909 11.490 -1.0822
C 7.441 -1.712 10.547 -0.2341
O 6.635 -2.433 9.582 -0.3112
C 6.232 -1.746 8.533 0.3262
O 6.451 -0.600 8.266 -0.5193
C 5.422 -2.665 7.589 0.9520
F 4.559 -3.418 8.265 -0.2536
F 6.257 -3.470 6.924 -0.2573
F 4.749 -1.936 6.709 -0.2314
H 5.851 -1.555 11.986 0.3020
H 7.202 -0.441 12.249 0.3699
H 6.038 -0.126 10.956 0.3145
H 7.990 -2.492 11.068 0.3121
H 8.147 -1.082 10.009 0.3255


# 3
180
Properties=species:S:1:pos:R:3:mulliken_charge:R:1 method="wB97M-V/def2-TZVPD" charge=0 spin_multiplicity=1 e_lumo_ev=0.455 homo_lumo_gap_ev=9.4
C 0.500 -4.494 6.532 -1.0821
C 1.773 -3.978 5.867 -0.7135
C 1.783 -3.659 4.427 -0.2988
C 1.294 -2.337 3.971 0.1392
N 1.147 -1.292 3.570 -0.3073
H 0.007 -5.248 5.910 0.2979
H -0.181 -3.660 6.722 0.2418
H 0.779 -4.989 7.465 0.3747
H 2.634 -4.677 5.974 0.3460
H 2.081 -3.097 6.373 0.3777
H 1.147 -4.368 3.977 0.2703
H 2.774 -3.758 3.987 0.4318
C -0.228 -4.560 -0.794 -1.3910
C 0.711 -3.608 -1.589 1.5460
C 2.148 -3.789 -1.144 0.0764
C 2.410 -3.539 0.263 0.1559
N 2.681 -3.406 1.376 -0.5341
H -1.192 -4.615 -1.224 0.1597
H -0.247 -4.332 0.313 0.1866
H 0.222 -5.540 -0.773 0.6454
H 0.336 -2.575 -1.496 -0.6096
H 0.580 -3.883 -2.644 0.1118
H 2.769 -3.105 -1.752 -0.7232
H 2.419 -4.799 -1.343 0.6837
C -0.603 1.602 -5.706 -1.5398
C -0.068 2.990 -5.570 0.5577
C 1.013 3.350 -6.612 -0.1139
C 0.502 3.203 -8.006 -0.0285
N 0.064 2.927 -9.032 -0.4776
H 0.175 0.890 -5.657 0.3663
H -1.015 1.466 -6.699 0.5422
H -1.392 1.181 -5.096 0.3261
H 0.266 3.124 -4.563 -0.5807
H -0.936 3.657 -5.630 0.5910
H 1.950 2.754 -6.527 0.1211
H 1.199 4.460 -6.549 0.3453
C 2.322 4.201 4.508 -0.8421
C 3.376 5.031 3.706 -0.6114
C 2.847 5.462 2.342 0.6918
C 1.550 6.264 2.404 0.1275
N 0.607 6.882 2.326 -0.5640
H 2.787 3.917 5.488 0.3386
H 2.259 3.315 3.834 0.0653
H 1.380 4.704 4.694 0.3553
H 4.127 4.235 3.422 0.1052
H 3.851 5.830 4.230 0.5009
H 2.831 4.636 1.584 -0.3955
H 3.525 6.270 1.997 0.2941
C -4.468 -3.392 0.776 0.2357
O -3.927 -3.549 -0.332 -0.5432
N -4.460 -4.246 1.781 0.2524
C -4.979 -3.948 3.071 -0.8871
C -3.633 -5.419 1.636 -0.8085
H -4.961 -2.426 1.178 -0.0646
H -5.374 -2.918 3.259 0.2422
H -4.273 -4.137 3.845 0.2773
H -5.864 -4.572 3.241 0.3537
H -3.057 -5.583 2.544 0.3123
H -4.260 -6.348 1.491 0.2997
H -2.987 -5.348 0.760 0.1269
C 2.089 0.741 -4.401 -0.7148
O 2.986 1.508 -4.598 -0.7461
N 2.039 -0.502 -4.834 0.2994
C 1.074 -1.541 -4.386 -0.8934
C 3.321 -1.090 -5.422 -1.0089
H 1.178 0.921 -3.923 1.0976
H 0.576 -2.030 -5.167 0.4382
H 0.284 -1.103 -3.738 0.0300
H 1.637 -2.320 -3.813 0.3673
H 4.012 -1.556 -4.679 0.1339
H 3.032 -1.751 -6.244 0.3863
H 3.882 -0.295 -5.864 0.3805
C -1.893 -1.035 -1.192 0.9166
O -1.991 -0.410 -2.280 -0.7642
N -1.092 -0.743 -0.197 1.2147
C -0.808 -1.590 0.944 0.8246
C -0.017 0.337 -0.432 -0.1733
H -2.499 -1.943 -0.937 -0.2236
H -0.616 -0.980 1.765 -0.1060
H 0.019 -2.309 0.834 -0.7162
H -1.689 -2.201 1.208 -0.4670
H 0.078 0.884 0.473 -0.0057
H 0.775 -0.252 -0.838 0.1016
H -0.365 0.950 -1.255 -0.4816
C -1.458 1.264 6.007 -0.0387
O -2.113 1.220 7.019 -0.6157
N -1.627 2.073 4.952 0.3399
C -0.915 1.909 3.684 -0.2393
C -2.685 3.073 5.055 -1.1137
H -0.614 0.591 5.913 0.4651
H -1.580 1.568 2.901 -0.1304
H -0.201 1.130 3.919 0.0853
H -0.326 2.823 3.409 0.1885
H -2.317 4.091 4.926 0.2950
H -3.291 2.895 4.174 0.3520
H -3.319 3.008 5.949 0.3658
C -3.586 -2.137 5.363 -0.4623
O -2.688 -2.866 5.016 -0.4391
N -4.078 -1.059 4.694 0.8156
C -4.919 -0.082 5.422 -0.9334
C -3.475 -0.587 3.437 -0.0002
H -4.109 -2.401 6.271 0.2847
H -5.722 0.341 4.762 0.2306
H -4.286 0.736 5.848 0.2207
H -5.535 -0.577 6.148 0.4180
H -2.415 -0.343 3.579 0.1008
H -3.469 -1.367 2.623 -0.7925
H -3.936 0.349 3.275 0.5889
C 3.907 0.192 -1.728 -0.5047
O 2.989 -0.586 -1.680 -0.0982
N 5.172 -0.104 -2.156 0.6879
C 6.207 0.937 -2.287 -0.8932
C 5.475 -1.543 -2.230 -0.9708
H 3.704 1.290 -1.614 0.2121
H 6.983 0.809 -1.513 0.3550
H 5.898 1.985 -2.288 0.1417
H 6.761 0.867 -3.272 0.3415
H 6.470 -1.775 -2.584 0.4475
H 5.260 -2.000 -1.251 0.2419
H 4.800 -1.980 -2.937 0.0403
C 4.126 1.796 1.391 0.4759
O 4.838 2.789 1.573 -0.7955
N 4.687 0.585 1.396 0.5567
C 6.096 0.399 1.690 -1.1060
C 3.778 -0.573 1.512 -0.2785
H 2.998 1.867 1.224 0.1282
H 6.589 1.376 1.568 0.2978
H 6.492 -0.385 1.033 0.2849
H 6.132 -0.078 2.707 0.2983
H 3.882 -1.096 2.522 0.2459
H 2.722 -0.288 1.299 -0.1197
H 4.014 -1.278 0.740 -0.1785
C 2.794 4.065 -2.140 0.1884
O 2.636 3.539 -1.028 -0.2507
N 3.857 4.733 -2.569 0.2910
C 3.871 5.177 -3.938 -0.6499
C 4.923 5.122 -1.673 -0.7640
H 1.997 3.952 -2.895 -0.1502
H 3.932 6.251 -4.011 0.3982
H 2.984 4.839 -4.446 -0.0718
H 4.779 4.748 -4.420 0.3302
H 4.839 4.422 -0.864 0.1368
H 5.830 5.111 -2.247 0.3230
H 4.788 6.109 -1.250 0.2929
C -1.309 -5.108 -4.769 -0.0273
O -0.245 -4.571 -4.518 -0.5431
N -2.491 -4.765 -4.332 0.3083
C -3.638 -5.609 -4.620 -1.0636
C -2.725 -3.633 -3.491 -0.4110
H -1.461 -6.025 -5.383 0.2441
H -4.503 -4.933 -4.881 0.3363
H -3.915 -6.320 -3.924 0.3725
H -3.535 -6.191 -5.545 0.3823
H -1.753 -3.263 -3.192 -0.4836
H -3.244 -2.834 -4.038 0.3952
H -3.237 -3.914 -2.626 0.4275
C -5.797 0.304 0.974 0.3780
O -6.590 0.523 1.899 -0.7077
N -6.101 -0.363 -0.144 0.4023
C -5.042 -0.353 -1.140 -1.0520
C -7.506 -0.724 -0.302 -1.0915
H -4.686 0.452 1.060 0.0678
H -4.324 0.397 -1.045 0.3789
H -5.563 -0.304 -2.115 0.3212
H -4.458 -1.264 -1.251 0.2256
H -7.788 -1.339 0.502 0.3565
H -8.107 0.189 -0.326 0.3448
H -7.734 -1.347 -1.201 0.3564
C -2.064 4.041 0.889 -0.1569
O -2.196 2.840 1.038 -0.4749
N -1.561 4.563 -0.266 0.3438
C -1.260 5.957 -0.351 -1.0029
C -1.235 3.700 -1.386 -0.4649
H -2.293 4.762 1.684 0.4008
H -1.298 6.450 0.575 0.4448
H -1.903 6.433 -1.100 0.3124
H -0.192 6.062 -0.651 0.1563
H -1.562 4.148 -2.314 0.4628
H -0.173 3.504 -1.499 -0.0065
H -1.790 2.765 -1.320 -0.0496